(1)
The following is a quantum chemistry calculation of a 3-piece molecular cluster, C14H35O9P2S overall, from the OMol25 dataset.

```
61
Properties=species:S:1:pos:R:3:nbo_charge:R:1
C 0.4848 1.1280 -0.3555 -0.300
C 1.6693 0.6985 0.0795 -0.421
S 2.4088 0.8792 1.6714 0.852
C 1.2545 1.4949 2.8859 -0.594
C 0.9270 2.9822 2.6988 -0.057
O 0.2699 3.4704 3.8481 -0.684
C 2.6852 -0.8635 2.1913 -0.295
C 3.8574 -1.4519 1.4096 -0.625
C 1.4069 -1.6790 1.9024 -0.427
C 1.1996 -2.7933 2.9540 -0.614
H 0.0629 2.1147 -0.2195 0.224
H -0.0777 0.4322 -0.9684 0.251
H 2.2997 0.1506 -0.6125 0.268
H 0.3391 0.9086 2.9702 0.251
H 1.7667 1.4196 3.8464 0.259
H 0.3257 3.1473 1.8096 0.183
H 1.8832 3.5059 2.6441 0.186
H 0.2240 2.7891 4.5242 0.472
H 2.9102 -0.8507 3.2541 0.254
H 4.7969 -1.1315 1.8519 0.234
H 3.8499 -1.1512 0.3642 0.218
H 3.7859 -2.5350 1.4293 0.249
H 1.4243 -2.0853 0.8952 0.228
H 0.5332 -1.0308 1.9401 0.210
H 0.2313 -2.6501 3.4225 0.239
H 1.2338 -3.7812 2.5085 0.234
H 1.9580 -2.7500 3.7340 0.201
C -2.5999 0.3458 2.0671 -0.245
O -3.3143 -0.2689 3.1289 -0.808
P -3.8616 -1.7534 2.7689 2.571
O -2.7759 -2.4326 2.0395 -1.119
O -5.0580 -1.2513 1.7904 -0.842
C -5.8790 -0.1290 2.1503 -0.251
O -4.7122 -2.8656 3.5296 -0.809
C -5.0997 -4.0024 2.7352 -0.241
H -2.5579 1.4173 2.2664 0.193
H -1.5792 -0.0367 2.0192 0.173
H -3.0981 0.1887 1.1109 0.207
H -5.6167 0.7216 1.5213 0.181
H -5.7573 0.1572 3.1931 0.186
H -6.9178 -0.3951 1.9716 0.201
H -4.2725 -4.7039 2.6658 0.202
H -5.4231 -3.7011 1.7419 0.203
H -5.9296 -4.4699 3.2582 0.203
C 2.9989 -0.4111 -4.2115 -0.233
O 2.6713 0.9514 -3.9158 -0.821
P 1.3790 1.5666 -4.7673 2.493
O 0.4940 0.3717 -4.6166 -1.084
O 2.1980 1.6328 -6.1675 -0.815
C 3.4574 2.3251 -6.2507 -0.249
O 0.2252 2.6333 -5.2160 -0.807
C -0.6618 2.1923 -6.2577 -0.229
H 4.0204 -0.5614 -3.8620 0.186
H 2.3306 -1.0849 -3.6811 0.196
H 2.9502 -0.6064 -5.2807 0.202
H 4.2602 1.5940 -6.3347 0.189
H 3.6460 2.9512 -5.3803 0.178
H 3.4469 2.9468 -7.1424 0.202
H -1.4355 1.5555 -5.8382 0.203
H -0.1248 1.6642 -7.0419 0.198
H -1.1135 3.0907 -6.6731 0.196
```

## Properties
**Relative energy (zero: lowest compared OMol25 entry of this formula, charge and spin)**: 42.27 kcal/mol
**Highest occupied orbital energy**: -11.9 eV
**Gap between HOMO and LUMO**: 8.13 eV
**Total energy**: -62916.48265 eV
**Total charge**: +1

---

(2)
The following is a quantum chemistry calculation of C14H36Ba2O14S4 as an isolated structure, from the OMol25 dataset.

```
70
Properties=species:S:1:pos:R:3:mulliken_spin:R:1
Ba 2.8733 3.4344 3.3762 1.198
Ba 4.1558 0.4019 0.9156 -0.045
O 1.8675 0.0948 -0.6985 -0.028
C 0.8280 -0.1448 0.2337 0.000
C 0.6578 0.6091 1.6359 -0.011
O 1.7638 0.9579 2.4390 -0.115
H 0.6894 -1.2049 0.4460 -0.004
H -0.1183 -0.0066 -0.2892 0.000
H -0.0350 0.0209 2.2377 0.001
H 0.1829 1.5792 1.4894 0.036
O 0.7071 0.8514 -6.4013 0.000
S 0.6068 1.2549 -5.0095 0.000
O 1.2353 2.4573 -4.5198 0.000
O -1.0917 1.3829 -4.6568 0.000
C -1.4050 1.9338 -3.4393 0.000
C -2.8660 2.4259 -3.4847 0.000
C 1.1034 -0.2313 -3.9382 -0.001
H -0.8522 2.8456 -3.2132 0.000
H -1.1156 1.2393 -2.6506 0.000
H -3.1151 2.8616 -4.4523 0.000
H -3.1377 3.2716 -2.8530 0.000
H -3.5172 1.5562 -3.3964 0.000
H 0.8316 -1.1275 -4.4960 0.000
H 0.5183 -0.1555 -3.0217 0.000
H 2.1759 -0.1217 -3.7772 0.000
O -1.9895 -0.6541 4.9620 0.000
S -1.4986 -1.9319 4.5495 0.001
O -0.0415 -2.1227 4.4342 0.001
O -2.2485 -3.1336 5.4119 0.000
C -1.5432 -4.3428 5.6670 0.000
C -1.5731 -5.3166 4.4720 0.000
C -2.2977 -2.3250 2.8526 0.000
H -2.0208 -4.7481 6.5590 0.000
H -0.4926 -4.0950 5.8181 0.000
H -0.6947 -5.9504 4.5943 0.000
H -1.6039 -4.7986 3.5135 0.000
H -2.4922 -5.8975 4.3951 0.000
H -3.1925 -2.9402 2.9486 0.000
H -1.5327 -2.7850 2.2272 0.000
H -2.6455 -1.3414 2.5371 0.000
O -2.9844 2.5365 -0.0593 -0.001
S -2.0072 3.6598 -0.1298 -0.007
O -0.7265 3.6398 -0.9289 0.004
O -2.9629 5.0777 -0.3620 -0.001
C -2.4347 6.1918 -1.0502 0.000
C -2.8264 7.4517 -0.2590 0.000
C -1.5485 4.2015 1.5735 -0.010
H -2.6267 6.2147 -2.1229 0.000
H -1.3547 6.0728 -0.9633 0.000
H -2.3715 7.4806 0.7311 0.000
H -3.9158 7.4846 -0.2411 0.000
H -2.3844 8.2891 -0.7988 0.000
H -0.9998 3.4796 2.1784 0.035
H -2.4606 4.2350 2.1693 -0.001
H -1.0561 5.1709 1.4973 -0.014
O 6.1455 -3.3009 -2.2321 0.000
S 5.1964 -3.1786 -1.1931 -0.001
O 4.8307 -1.8687 -0.6058 -0.038
O 3.8559 -3.8676 -1.7283 0.000
C 2.6768 -3.0765 -1.6991 -0.003
C 1.4467 -3.8741 -2.2201 0.000
C 5.5633 -4.5197 0.0682 0.000
H 2.6984 -2.2192 -2.3719 0.000
H 2.5143 -2.7294 -0.6787 0.004
H 0.6468 -3.1521 -2.3843 0.000
H 1.2458 -4.7340 -1.5812 0.000
H 1.8251 -4.3307 -3.1346 0.000
H 4.6658 -4.7542 0.6406 0.000
H 6.1762 -4.0063 0.8091 0.000
H 6.0966 -5.3778 -0.3409 0.000
```

## Properties
**Highest occupied orbital energy (spin up / spin down)**: -8.9 / -9.9 eV
**Gap between HOMO and LUMO (spin up / spin down)**: 5.22 / 5.57 eV
**Total energy**: -88482.21834 eV
**Total charge**: +1
**2S+1**: 2

---

(3)
The following is a quantum chemistry calculation of C14H36Cl2OP3V as an isolated structure, from the OMol25 dataset.

```
57
Properties=species:S:1:pos:R:3:mulliken_spin:R:1
C 0.9686 -0.2314 -5.0514 0.004
C 1.9461 -0.2435 -4.0149 0.000
H 1.4428 -0.1379 -6.0429 0.000
H 0.2612 0.6130 -4.8833 0.001
H 0.3885 -1.1787 -5.0016 -0.001
O 2.8125 -0.1030 -3.2540 0.000
Cl -2.7633 0.4043 -2.4685 0.003
V -1.3218 -0.0670 -0.8630 2.087
P -0.2039 2.1571 -1.1741 -0.029
C 1.0396 3.0542 -0.1475 0.005
C 0.3654 2.7054 -2.8179 0.001
H 0.6349 3.7709 -2.7680 -0.001
H -1.4634 4.2159 -1.3520 0.002
H -0.4325 2.5655 -3.5556 0.000
H -2.5388 2.7828 -1.4781 0.001
H 2.0333 2.6256 -0.3269 0.000
H 1.2482 2.1315 -3.1199 -0.002
C -1.6868 3.2214 -0.9453 0.011
H 1.0456 4.1146 -0.4456 -0.001
H -1.9422 3.2983 0.1171 -0.001
H 0.8316 3.0037 0.9273 0.001
P -0.0598 -2.1713 -1.1042 -0.006
C 1.4878 -2.6598 -0.2638 0.019
C -1.2315 -3.3946 -0.3579 0.027
H -0.6884 -2.8710 -3.3400 0.000
H 0.4594 -4.0102 -2.5746 -0.002
H 1.0576 -2.4695 -3.2507 0.002
C 0.2205 -2.9472 -2.7289 -0.014
H -2.2472 -3.2082 -0.7375 -0.003
H -0.8939 -4.4054 -0.6355 0.003
H 1.6718 -3.7290 -0.4453 0.000
H 1.4398 -2.4947 0.8180 -0.002
H -1.2507 -3.2945 0.7364 0.001
H 2.3210 -2.0815 -0.6731 0.000
Cl -3.2286 -0.6293 0.4345 -0.019
C -0.0001 -2.3581 3.0351 0.000
C -0.9608 -1.2685 2.5770 0.008
P -0.3483 0.0594 1.4465 -0.109
C -1.1885 1.5883 2.1157 0.010
C -1.4838 1.6183 3.6170 0.000
C 1.4421 0.2713 1.9233 -0.005
C 1.6779 0.6119 3.3944 -0.001
H 0.1388 -3.1444 2.2822 0.000
H -0.4440 -2.8474 3.9161 0.000
H 0.9802 -1.9702 3.3388 0.000
H -1.8275 -1.7104 2.0642 0.003
H -1.3806 -0.7527 3.4455 -0.003
H -0.5875 2.4648 1.8331 0.004
H -2.1392 1.6566 1.5638 0.003
H -0.6145 1.3519 4.2353 0.001
H -1.7843 2.6421 3.8910 -0.001
H -2.3228 0.9507 3.8599 0.000
H 1.9625 -0.6571 1.6490 0.004
H 1.8675 1.0515 1.2737 0.001
H 1.1767 -0.0847 4.0785 0.000
H 2.7540 0.5563 3.6142 0.000
H 1.3588 1.6342 3.6341 0.000
```

## Properties
**Relative energy (zero: lowest compared OMol25 entry of this formula, charge and spin)**: 15.02 kcal/mol
**Highest occupied orbital energy (spin up / spin down)**: -14.8 / -14.8 eV
**Gap between HOMO and LUMO (spin up / spin down)**: 6.19 / 6.23 eV
**Total energy**: -95734.87545 eV
**Total charge**: +2
**2S+1**: 3

---

(4)
The following is a quantum chemistry calculation of a 7-piece molecular cluster, C14H36N2O9 overall, from the OMol25 dataset.

```
61
Properties=species:S:1:pos:R:3:nbo_charge:R:1
C 33.4316 22.3533 -13.4601 -0.627
C 32.1186 22.8848 -12.9446 0.062
C 32.2034 24.3623 -12.5379 -0.092
O 31.1878 25.0054 -13.3113 -0.493
C 30.6064 24.1226 -14.1506 0.967
O 29.7977 24.3940 -14.9665 -0.557
O 31.1415 22.8905 -13.9850 -0.504
H 33.3122 21.2941 -13.7011 0.221
H 34.1514 22.3927 -12.6420 0.219
H 33.7477 22.8958 -14.3463 0.225
H 31.7848 22.2940 -12.0914 0.186
H 33.1947 24.7890 -12.6743 0.192
H 31.8974 24.5292 -11.5054 0.197
C 25.7984 23.9111 -14.2315 -0.409
N 26.5065 23.9509 -15.4782 -0.438
C 26.9629 22.6986 -16.0511 -0.408
C 26.5501 25.0996 -16.1653 0.543
O 27.0994 25.2465 -17.2288 -0.614
H 24.7073 24.0232 -14.3086 0.186
H 26.0524 24.7695 -13.5984 0.211
H 26.0654 23.0224 -13.6730 0.203
H 27.8594 22.8662 -16.6395 0.238
H 27.1085 22.0112 -15.2208 0.186
H 26.2030 22.2486 -16.6985 0.203
H 25.9821 25.8957 -15.6518 0.094
C 30.5179 20.3492 -10.9678 -0.410
N 29.9314 19.4877 -11.9778 -0.424
C 29.8915 19.9302 -13.3562 -0.429
C 29.5592 18.2411 -11.6595 0.550
O 29.0448 17.4237 -12.3982 -0.650
H 30.3321 21.3843 -11.2604 0.205
H 31.6116 20.2582 -11.0314 0.191
H 30.1292 20.1335 -9.9797 0.220
H 29.4556 20.9323 -13.4184 0.208
H 30.8844 19.9687 -13.8088 0.204
H 29.2504 19.2903 -13.9523 0.246
H 29.6738 18.0419 -10.5786 0.109
C 33.5359 21.2534 -9.6071 -0.254
O 33.4691 22.6613 -9.8096 -0.736
H 32.5283 20.8420 -9.6418 0.181
H 34.1952 20.7757 -10.3380 0.167
H 33.8932 20.9739 -8.6059 0.173
H 34.3249 23.0479 -9.6057 0.474
C 27.6014 22.6376 -11.1131 -0.245
O 27.2543 23.9938 -11.1356 -0.712
H 28.1632 22.3756 -12.0196 0.152
H 28.2506 22.3871 -10.2629 0.153
H 26.7116 22.0189 -11.0349 0.189
H 28.0705 24.4892 -11.2428 0.466
C 25.6189 18.8481 -15.3062 -0.245
O 25.6952 19.4606 -16.5566 -0.721
H 25.9106 19.5561 -14.5234 0.167
H 24.6034 18.5350 -15.0373 0.162
H 26.2908 17.9933 -15.2304 0.169
H 25.0308 19.0884 -17.1383 0.470
C 29.7805 15.2629 -14.9116 -0.244
O 30.1040 16.6467 -14.8694 -0.757
H 30.3744 14.6532 -14.2184 0.153
H 28.7311 15.0951 -14.6372 0.161
H 29.9660 14.9241 -15.9281 0.176
H 29.7586 17.0006 -14.0304 0.489
```

## Properties
**Relative energy (zero: lowest compared OMol25 entry of this formula, charge and spin)**: 0.00 kcal/mol
**Highest occupied orbital energy**: -8.5 eV
**Gap between HOMO and LUMO**: 8.63 eV
**Total energy**: -36507.56208 eV

---

(5)
The following is a quantum chemistry calculation of a 4-piece molecular cluster, C14H36N3O3PS overall, from the OMol25 dataset.

```
58
Properties=species:S:1:pos:R:3:nbo_charge:R:1
C 3.5915 -1.2349 1.8155 -0.630
C 3.8666 0.1450 1.1126 -0.729
P 2.3943 1.2866 1.5747 0.810
C 0.8342 2.3117 2.1173 -0.874
S -0.1510 1.2464 3.2552 0.158
C -1.8986 1.2724 2.7093 -0.521
C -2.1678 0.3041 1.5042 -0.624
H 3.2062 -0.9777 2.8245 0.191
H 2.7541 -1.7321 1.2951 0.203
H 4.4821 -1.8747 1.8620 0.240
H 4.8316 0.5551 1.4780 0.207
H 3.9431 0.0423 0.0133 0.206
H 3.0553 1.6973 2.7874 -0.039
H 2.6086 2.1312 0.4394 -0.044
H 1.5397 0.1174 1.5577 -0.054
H 1.2244 3.1376 2.7489 0.218
H 0.2579 2.6981 1.2586 0.218
H -2.2955 2.2774 2.4970 0.209
H -2.4795 0.8757 3.5632 0.224
H -3.1280 0.4982 1.0012 0.207
H -2.1788 -0.7363 1.8759 0.215
H -1.3142 0.3756 0.8060 0.206
C 4.3047 -7.2520 1.7434 -0.398
N 4.4422 -5.8430 1.4354 -0.431
C 3.2834 -4.9759 1.5497 -0.418
C 5.6195 -5.3042 1.0431 0.530
O 5.7922 -4.1342 0.7751 -0.624
H 3.5621 -7.6990 1.0787 0.196
H 3.9774 -7.3679 2.7792 0.195
H 5.2543 -7.7682 1.6120 0.211
H 3.0799 -4.5156 0.5813 0.216
H 3.4945 -4.1857 2.2718 0.216
H 2.4156 -5.5463 1.8738 0.205
H 6.4357 -6.0424 0.9871 0.104
C -3.9548 0.6770 -3.1330 -0.397
N -3.0926 -0.4606 -2.8732 -0.429
C -1.7394 -0.2243 -2.4075 -0.420
C -3.5070 -1.7351 -3.0499 0.528
O -2.8301 -2.7225 -2.8485 -0.630
H -3.5051 1.3028 -3.8964 0.228
H -4.0736 1.2562 -2.2150 0.185
H -4.9357 0.3451 -3.4747 0.199
H -1.0319 -0.6604 -3.1151 0.212
H -1.6039 -0.7082 -1.4381 0.207
H -1.5538 0.8432 -2.3155 0.215
H -4.5481 -1.8045 -3.4050 0.101
C -2.7334 5.8559 -0.9653 -0.399
N -3.0816 4.9078 -2.0053 -0.427
C -4.3895 4.9913 -2.6312 -0.417
C -2.2260 3.9450 -2.4135 0.533
O -2.4635 3.1249 -3.2775 -0.641
H -3.4397 5.7632 -0.1374 0.198
H -2.7804 6.8701 -1.3674 0.198
H -1.7269 5.6677 -0.5952 0.213
H -4.9266 4.0531 -2.4812 0.212
H -4.2708 5.1536 -3.7039 0.217
H -4.9601 5.8105 -2.1998 0.207
H -1.2633 3.9664 -1.8781 0.109
```

## Properties
**Relative energy (zero: lowest compared OMol25 entry of this formula, charge and spin)**: 0.00 kcal/mol
**Highest occupied orbital energy**: -8.0 eV
**Gap between HOMO and LUMO**: 8.42 eV
**Total energy**: -45835.88928 eV

---

(6)
The following is a quantum chemistry calculation of C14H36O8S5 as an isolated structure, from the OMol25 dataset.

```
63
Properties=species:S:1:pos:R:3:nbo_charge:R:1
C 0.6131 0.3866 1.0078 -0.701
C -0.6001 0.6008 0.1676 0.105
C -1.3223 -0.7352 -0.3193 -0.179
O -2.4723 -0.6548 0.4316 -0.509
C -2.7029 0.5752 0.9466 1.005
O -3.7099 0.9754 1.5459 -0.584
O -1.6037 1.2037 0.8863 -0.542
H 0.2850 -0.2393 1.8377 0.197
H 1.0216 1.2963 1.4478 0.192
H 1.4579 -0.1291 0.5512 0.292
H -0.3754 1.1831 -0.7261 0.236
H -0.5809 -1.4271 0.0804 0.261
H -1.4638 -0.7360 -1.4001 0.199
C -2.0776 -3.0534 -1.9191 -0.856
S -2.9241 -3.1120 -0.3424 1.258
O -3.5658 -4.4593 -0.2118 -0.974
C -1.4585 -2.9993 0.8260 -0.788
H -1.3176 -3.8276 -2.0246 0.207
H -1.5498 -2.0997 -1.9233 0.233
H -2.9047 -3.1383 -2.6240 0.253
H -0.9123 -2.0560 0.8341 0.203
H -0.6792 -3.6444 0.4203 0.217
H -1.7779 -3.4154 1.7815 0.244
C 2.4752 2.1369 1.9266 -0.835
S 1.7817 2.8356 0.3819 1.266
O 1.1727 1.7986 -0.5347 -0.990
C 0.4218 3.6660 1.2758 -0.857
H 2.7727 2.8589 2.6870 0.261
H 3.3173 1.5542 1.5529 0.236
H 1.8452 1.4187 2.4512 0.249
H 0.5339 4.1892 2.2254 0.260
H -0.2750 2.8401 1.4188 0.255
H -0.1932 4.1942 0.5472 0.243
C 3.0673 -1.5858 3.9510 -0.850
S 3.4448 -2.4719 2.3719 1.254
O 2.5400 -3.6653 2.3714 -0.968
C 2.7447 -1.2153 1.2400 -0.849
H 3.6511 -0.6669 4.0039 0.214
H 3.3893 -1.9531 4.9254 0.251
H 2.0102 -1.3903 4.1309 0.230
H 2.8196 -1.5578 0.2080 0.238
H 3.4917 -0.4258 1.1578 0.196
H 1.8761 -0.6243 1.5308 0.255
C -1.8473 3.0740 -3.2581 -0.813
S -3.0787 2.3072 -2.0549 1.171
O -3.4542 0.9258 -2.2454 -0.991
C -2.3038 2.4483 -0.3476 -0.796
H -0.8529 2.6350 -3.1780 0.199
H -1.8380 4.1559 -3.1255 0.233
H -2.3310 2.7996 -4.1955 0.234
H -1.9215 3.3985 0.0254 0.220
H -1.5735 1.6431 -0.4268 0.235
H -3.1055 2.1315 0.3195 0.240
C 1.9455 0.1840 -2.0131 -0.836
S 1.4604 -1.5684 -1.6040 1.193
O 0.7917 -1.4586 -0.2373 -1.011
C 0.1600 -1.7137 -2.9583 -0.788
H 1.3142 0.8321 -1.4052 0.297
H 1.7178 0.3949 -3.0580 0.231
H 2.9407 0.4995 -1.6999 0.228
H -0.3055 -2.6982 -2.9130 0.257
H 0.4993 -1.5589 -3.9825 0.250
H -0.4833 -0.8615 -2.7389 0.218
```

## Properties
**Relative energy (zero: lowest compared OMol25 entry of this formula, charge and spin)**: 389.62 kcal/mol
**Highest occupied orbital energy**: -7.8 eV
**Gap between HOMO and LUMO**: 7.54 eV
**Total energy**: -85634.45553 eV